Record 1
This record from OMol25 describes C20H33Br33ClO5P2 as an isolated structure. The level of theory is ωB97M-V/def2-TZVPD.

Summary:
- Gap between HOMO and LUMO: 0.1725 hartree
- HOMO: -4.250 eV
- Relative energy (zero: lowest compared OMol25 entry of this formula, charge and spin): 132.7 kcal per mole
- E_tot: -87243.14115 a.u.

Structure (ORCA input):
```
! wB97M-V def2-TZVPD RIJCOSX def2/J DEFGRID3
* xyz -1 1
C 7.44 -1.81 2.76
C 6.85 -3.29 2.38
C 6.18 -3.41 0.89
O 5.71 -2.15 0.30
C 4.28 -1.90 0.59
C 3.93 -0.30 0.77
C 2.29 -0.30 0.73
O 1.70 -1.35 1.59
C 0.24 -1.14 1.51
C -0.24 -0.69 3.02
C 4.32 0.77 -0.41
O 4.45 2.06 0.34
P 5.46 1.54 1.68
P 6.55 3.47 1.84
O 8.00 3.16 2.78
Cl 5.26 4.78 2.96
O 4.63 0.04 2.02
H 7.47 -1.04 1.88
H 8.58 -1.98 3.09
H 6.81 -1.42 3.69
H 6.08 -3.66 3.19
H 7.75 -4.06 2.40
H 5.25 -4.16 1.00
H 6.90 -3.96 0.12
H 3.57 -2.43 -0.19
H 4.08 -2.43 1.64
H 1.93 -0.55 -0.38
H 1.94 0.80 1.02
H 0.02 -0.23 0.79
H -0.36 -2.06 1.09
H -0.13 0.48 3.08
H -1.35 -1.03 3.17
H 0.43 -1.25 3.84
H 3.36 1.01 -1.07
H 5.12 0.50 -1.22
H 4.67 2.10 2.75
H 6.52 0.98 2.52
H 6.30 0.99 0.60
H 7.81 2.46 3.50
C 8.32 0.32 -2.51
Br 10.11 0.56 -3.24
Br 8.21 0.92 -0.66
Br 6.97 1.16 -3.63
H 8.12 -0.75 -2.51
C -2.49 0.33 -2.02
Br -0.57 0.06 -1.88
Br -3.42 -0.21 -0.40
Br -2.93 2.16 -2.53
H -2.85 -0.32 -2.83
C 0.28 4.00 1.35
Br -0.39 5.49 0.30
Br -0.88 2.43 1.20
Br 2.12 3.57 0.91
H 0.26 4.31 2.40
C -3.13 -3.72 -3.43
Br -3.51 -2.17 -4.54
Br -2.50 -5.23 -4.48
Br -1.90 -3.29 -1.98
H -4.07 -4.03 -2.97
C -4.99 5.54 -0.05
Br -4.42 6.51 1.54
Br -3.97 6.07 -1.62
Br -4.95 3.62 0.22
H -6.03 5.82 -0.23
C -7.54 -2.60 -3.75
Br -7.92 -1.05 -4.86
Br -6.91 -4.11 -4.80
Br -6.31 -2.17 -2.30
H -8.48 -2.90 -3.29
C -8.78 8.17 0.73
Br -7.32 9.44 0.67
Br -8.59 6.77 -0.61
Br -9.02 7.43 2.52
H -9.70 8.72 0.49
C -10.22 -5.78 -7.51
Br -8.43 -5.54 -8.24
Br -10.34 -5.18 -5.66
Br -11.58 -4.94 -8.62
H -10.43 -6.85 -7.51
C 1.61 -0.28 6.72
Br 2.18 0.69 8.31
Br 2.62 0.25 5.15
Br 1.65 -2.21 7.00
H 0.56 0.00 6.54
C -9.39 3.28 2.95
Br -7.70 3.43 2.00
Br -10.90 3.19 1.73
Br -9.39 1.81 4.21
H -9.51 4.20 3.53
C 1.61 -5.06 -4.83
Br 2.18 -4.09 -3.24
Br 2.62 -4.53 -6.40
Br 1.65 -6.99 -4.56
H 0.56 -4.79 -5.01
*
```

Löwdin atomic charge list, values in e, 4 entries: number 1, C, carries -0.1362; number 2, C, carries -0.2253; number 3, C, carries -0.2277; number 4, O, carries -0.2205



Record 2
This record from OMol25 describes a 2-piece molecular cluster, C20H33BrNO4Si overall. The level of theory is ωB97M-V/def2-TZVPD.

Summary:
- Gap between HOMO and LUMO (spin up / spin down): 0.2484 / 0.2962 hartree
- HOMO (spin up / spin down): -7.953 / -9.255 eV
- E_tot: -4001.08599 a.u.

Structure (ORCA input):
```
! wB97M-V def2-TZVPD RIJCOSX def2/J DEFGRID3
* xyz 0 2
C -1.24 -0.84 6.50
Si -2.28 -1.02 4.96
C -4.02 -0.50 5.38
C -2.24 -2.79 4.37
O -1.71 -0.09 3.71
C -1.03 1.14 3.88
C 0.48 0.97 4.03
C 1.17 0.44 2.80
C 0.68 -0.45 1.95
C 1.48 -0.92 0.79
O 1.25 -1.97 0.24
C 2.58 -0.03 0.32
C 3.09 0.86 1.16
Br 4.49 2.02 0.72
C 2.57 0.94 2.58
O 3.26 1.35 3.49
H -1.05 0.20 6.80
H -0.28 -1.35 6.39
H -1.77 -1.32 7.32
H -4.42 -1.22 6.11
H -4.05 0.48 5.86
H -4.68 -0.49 4.51
H -1.50 -3.37 4.93
H -1.97 -2.85 3.31
H -3.21 -3.27 4.49
H -1.23 1.75 2.99
H -1.42 1.69 4.74
H 0.92 1.94 4.28
H 0.70 0.32 4.88
H -0.30 -0.89 2.08
H 2.94 -0.15 -0.69
C 0.64 -1.72 -3.38
C -0.32 -0.52 -3.28
C -1.15 -0.34 -4.55
C -0.33 0.18 -5.74
C 0.40 1.47 -5.38
C 1.28 1.33 -4.13
N 0.43 0.76 -3.03
O -0.23 1.64 -2.37
C 2.51 0.47 -4.41
C 1.77 2.70 -3.67
C -1.23 -0.76 -2.08
H 1.01 -1.90 -4.39
H 1.48 -1.60 -2.71
H 0.10 -2.62 -3.08
H -1.96 0.36 -4.34
H -1.61 -1.31 -4.80
H 0.37 -0.58 -6.09
H -1.01 0.37 -6.57
H 1.04 1.79 -6.21
H -0.33 2.26 -5.20
H 3.04 0.24 -3.48
H 3.19 1.03 -5.05
H 2.29 -0.47 -4.91
H 0.95 3.40 -3.52
H 2.44 3.10 -4.44
H 2.33 2.62 -2.74
H -0.64 -0.82 -1.16
H -1.74 -1.71 -2.22
H -1.97 0.03 -1.96
*
```

natural (NBO) atomic charge list, values in e, 4 entries: number 1, C, carries -1.1540; number 2, Si, carries 1.8961; number 3, C, carries -1.1470; number 4, C, carries -1.1453



Record 3
This record from OMol25 describes C20H33F5N6O3S5SbTi as an isolated structure. The level of theory is ωB97M-V/def2-TZVPD.

Summary:
- Gap between HOMO and LUMO (spin up / spin down): 0.1975 / 0.2022 hartree
- HOMO (spin up / spin down): -1.650 / -1.778 eV
- Relative energy (zero: lowest compared OMol25 entry of this formula, charge and spin): 0.0 kcal per mole
- E_tot: -4916.35465 a.u.

Structure (ORCA input):
```
! wB97M-V def2-TZVPD RIJCOSX def2/J DEFGRID3
* xyz -2 2
Ti -0.15 1.27 0.07
N 0.42 4.04 -2.79
C 0.67 2.94 -2.07
O 0.62 3.00 -0.83
C 1.00 1.61 -2.72
C 1.04 0.53 -1.65
H -0.21 4.70 -2.31
H 0.23 3.89 -3.77
H 1.92 1.74 -3.31
H 0.19 1.42 -3.44
H 2.07 0.33 -1.32
H 0.63 -0.41 -2.03
S -4.87 3.21 0.60
Sb -2.72 3.46 -0.14
S -2.13 1.59 -1.51
S -1.20 2.98 1.64
S -2.19 5.42 -1.24
C -1.10 -5.93 0.93
C -1.31 -4.64 1.71
N -0.91 -3.53 0.88
C -1.34 -3.43 -0.43
N -1.45 -2.27 -0.95
C -1.79 -2.11 -2.35
C -1.55 -3.36 -3.17
C -2.13 -4.55 -2.42
N -1.51 -4.64 -1.11
C -1.87 -5.84 -0.37
H -1.43 -6.79 1.50
H -0.03 -6.05 0.71
H -0.69 -4.63 2.61
H -2.36 -4.58 2.03
H -0.94 -2.61 1.34
H -1.20 -1.27 -2.74
H -2.83 -1.79 -2.42
H -0.48 -3.52 -3.31
H -2.01 -3.28 -4.16
H -1.93 -5.49 -2.95
H -3.22 -4.44 -2.34
H -1.66 -6.70 -1.01
H -2.95 -5.85 -0.16
N -1.74 -0.13 0.93
N -1.49 -0.89 2.12
H -2.47 0.57 1.07
H -2.01 -0.76 0.17
H -2.29 -0.80 2.74
H -0.70 -0.44 2.58
C 2.42 -2.75 -2.08
C 1.88 -2.73 -0.66
S 3.17 -2.22 0.48
O 4.19 -3.33 0.43
C 2.26 -2.43 2.02
C 1.96 -3.88 2.37
H 1.65 -3.11 -2.77
H 3.28 -3.42 -2.15
H 2.71 -1.75 -2.39
H 1.55 -3.73 -0.35
H 1.05 -2.02 -0.55
H 1.37 -1.80 1.94
H 2.91 -1.97 2.77
H 1.14 -4.26 1.78
H 1.69 -3.96 3.42
H 2.85 -4.49 2.19
F 4.40 2.79 5.15
C 3.57 2.21 4.26
C 2.53 1.41 4.69
F 2.35 1.19 6.00
C 1.69 0.81 3.76
F 0.71 0.02 4.24
C 1.81 1.00 2.37
O 1.03 0.39 1.53
C 2.89 1.81 1.98
F 3.12 2.01 0.67
C 3.74 2.41 2.89
F 4.75 3.18 2.46
*
```

Löwdin atomic charge list, values in e, 4 entries: number 1, Ti, carries 0.5393; number 2, N, carries 0.1635; number 3, C, carries -0.5787; number 4, O, carries -0.1791



Record 4
This record from OMol25 describes C20H33F6N3O4Ti as an isolated structure. The level of theory is ωB97M-V/def2-TZVPD.

Summary:
- Gap between HOMO and LUMO (spin up / spin down): 0.0964 / 0.2338 hartree
- HOMO (spin up / spin down): -0.101 / -3.975 eV
- E_tot: -2695.55977 a.u.

Structure (ORCA input):
```
! wB97M-V def2-TZVPD RIJCOSX def2/J DEFGRID3
* xyz -1 4
Ti 15.87 -6.87 -10.89
C 14.19 -5.56 -13.12
O 15.51 -4.97 -12.78
O 14.44 -6.92 -12.97
C 13.04 -4.88 -12.29
F 13.57 -4.44 -11.13
F 12.44 -3.72 -12.86
F 12.06 -5.60 -11.95
C 15.90 -4.01 -13.80
C 17.19 -3.45 -13.39
H 17.85 -4.29 -13.17
H 17.58 -2.91 -14.24
H 16.95 -2.81 -12.54
H 15.21 -3.17 -13.92
H 15.84 -4.33 -14.84
H 13.82 -5.45 -14.14
C 16.45 -10.07 -10.84
O 16.90 -9.05 -9.94
O 16.02 -9.40 -12.00
C 17.36 -11.41 -10.87
F 17.47 -11.97 -9.69
F 16.86 -12.39 -11.60
F 18.59 -11.12 -11.40
C 17.39 -9.29 -8.69
C 17.28 -8.03 -7.91
H 16.33 -7.83 -7.41
H 18.08 -8.02 -7.17
H 17.54 -7.32 -8.70
H 18.34 -9.79 -8.55
H 16.85 -9.99 -8.06
H 15.49 -10.31 -10.39
C 21.66 -9.43 -13.55
C 20.57 -9.07 -12.66
C 20.45 -7.55 -12.26
C 19.19 -6.95 -11.79
N 18.16 -6.60 -11.56
H 21.91 -8.65 -14.28
H 21.49 -10.31 -14.16
H 22.55 -9.56 -12.93
H 20.36 -9.67 -11.77
H 19.70 -9.29 -13.27
H 20.67 -6.95 -13.15
H 21.39 -7.14 -11.90
C 16.73 -1.23 -9.30
C 15.71 -1.64 -8.21
C 15.98 -2.95 -7.53
C 16.09 -4.01 -8.56
N 16.25 -4.82 -9.38
H 16.72 -1.70 -10.29
H 17.71 -1.11 -8.83
H 16.53 -0.16 -9.39
H 14.70 -1.60 -8.62
H 15.66 -0.91 -7.41
H 15.16 -3.27 -6.87
H 16.83 -2.92 -6.86
C 13.38 -9.54 -6.38
C 12.69 -8.19 -6.31
C 13.38 -6.97 -6.91
C 13.73 -7.35 -8.34
N 14.04 -7.72 -9.41
H 13.27 -10.12 -7.29
H 12.99 -9.98 -5.46
H 14.45 -9.48 -6.19
H 12.51 -7.93 -5.27
H 11.77 -8.30 -6.87
H 14.35 -6.80 -6.45
H 12.70 -6.13 -6.78
*
```

natural (NBO) atomic charge list, values in e, 4 entries: number 1, Ti, carries 0.9991; number 2, C, carries 0.2764; number 3, O, carries -0.5627; number 4, O, carries -0.8762



Record 5
This record from OMol25 describes a 2-piece molecular cluster, C20H33I2NO4 overall. The level of theory is ωB97M-V/def2-TZVPD.

Summary:
- Gap between HOMO and LUMO: 0.2288 hartree
- HOMO: -8.134 eV
- SMILES string: COCCCCCCC1=C(/C(I)=C(/C)I)C(=O)OC1=O.CCN(CC)CC
- Relative energy (zero: lowest compared OMol25 entry of this formula, charge and spin): 224.7 kcal per mole
- E_tot: -1732.57188 a.u.

Structure (ORCA input):
```
! wB97M-V def2-TZVPD RIJCOSX def2/J DEFGRID3
* xyz 0 1
C -0.81 4.65 -0.49
O -0.87 4.15 -1.90
C 0.25 3.21 -2.05
C -0.10 2.03 -3.19
C -0.69 0.76 -2.33
C 0.43 -0.44 -2.08
C 1.84 0.11 -1.43
C 1.87 0.08 0.23
C 2.94 -1.11 0.63
C 4.37 -0.92 1.00
C 5.30 0.42 1.16
I 5.82 0.98 3.25
C 5.81 1.28 0.05
C 6.72 2.66 0.31
I 5.41 0.79 -2.05
C 4.94 -2.45 1.28
O 6.20 -2.83 1.65
O 3.75 -3.33 1.05
C 2.48 -2.69 0.65
O 1.26 -3.24 0.39
H 0.28 5.00 -0.18
H -1.59 5.55 -0.44
H -1.14 3.85 0.30
H 1.22 3.83 -2.36
H 0.45 2.69 -1.01
H -0.84 2.46 -4.00
H 0.92 1.76 -3.71
H -1.11 1.06 -1.26
H -1.53 0.26 -2.99
H 0.71 -0.83 -3.18
H -0.02 -1.37 -1.53
H 2.69 -0.63 -1.83
H 2.16 1.18 -1.77
H 2.13 1.12 0.70
H 0.82 -0.25 0.68
H 6.64 3.40 -0.61
H 7.85 2.34 0.53
H 6.33 3.27 1.25
C -2.00 -0.03 1.60
C -3.45 -0.43 1.34
N -3.60 -1.54 0.39
C -4.98 -1.72 -0.08
C -6.03 -2.12 0.96
C -2.89 -2.77 0.72
C -3.20 -3.43 2.06
H -1.48 0.19 0.67
H -1.97 0.86 2.23
H -1.46 -0.82 2.13
H -3.95 0.46 0.92
H -3.94 -0.64 2.29
H -5.00 -2.45 -0.90
H -5.31 -0.78 -0.54
H -5.93 -3.17 1.24
H -7.03 -2.00 0.53
H -5.98 -1.51 1.86
H -1.81 -2.56 0.68
H -3.05 -3.51 -0.08
H -3.24 -2.72 2.88
H -2.41 -4.16 2.30
H -4.14 -3.98 2.03
*
```

natural (NBO) atomic charge list, values in e, 4 entries: number 1, C, carries -0.2836; number 2, O, carries -0.5664; number 3, C, carries -0.0740; number 4, C, carries -0.4415



Record 6
This record from OMol25 describes C20H33IrNO3Si3 as an isolated structure. The level of theory is ωB97M-V/def2-TZVPD.

Summary:
- Gap between HOMO and LUMO (spin up / spin down): 0.2501 / 0.1985 hartree
- HOMO (spin up / spin down): -14.978 / -14.973 eV
- E_tot: -2034.67981 a.u.

Structure (ORCA input):
```
! wB97M-V def2-TZVPD RIJCOSX def2/J DEFGRID3
* xyz 2 2
Ir -0.10 -0.03 0.10
O 0.87 -1.55 -3.38
C 0.88 -1.35 -2.21
O -0.24 -0.82 -1.59
C 1.97 -1.68 -1.24
C 3.13 -2.30 -1.68
C 4.09 -2.60 -0.74
C 3.84 -2.35 0.62
C 4.75 -2.71 1.64
C 4.44 -2.53 2.95
C 3.18 -1.98 3.31
C 2.29 -1.60 2.35
C 2.60 -1.75 0.99
N 1.71 -1.37 0.02
H 3.25 -2.51 -2.73
H 5.02 -3.06 -1.04
H 5.70 -3.16 1.35
H 5.13 -2.81 3.72
H 2.92 -1.89 4.35
H 1.31 -1.23 2.62
C 0.85 1.32 2.88
O -0.08 1.10 1.79
Si -1.65 1.93 1.64
C -1.34 3.73 1.91
C -2.70 1.28 3.01
C -1.82 1.28 -0.12
Si -1.09 2.36 -1.46
C -1.75 4.09 -1.47
C -1.20 1.72 -3.21
C 0.74 2.18 -0.89
Si -3.10 -0.05 -0.35
C -4.75 0.22 0.46
C -2.10 -1.41 0.58
C -3.39 -0.61 -2.09
H 0.68 2.32 3.27
H 1.87 1.24 2.49
H 0.68 0.58 3.66
H -1.16 3.92 2.97
H -2.25 4.28 1.66
H -0.52 4.15 1.34
H -2.24 1.55 3.96
H -2.86 0.20 3.01
H -3.68 1.76 2.99
H -2.84 4.05 -1.54
H -1.40 4.62 -2.36
H -1.49 4.70 -0.60
H -2.21 1.86 -3.60
H -0.91 0.69 -3.36
H -0.54 2.35 -3.82
H 0.99 2.75 0.00
H 1.46 2.38 -1.68
H 1.18 1.13 -0.66
H -4.72 0.31 1.54
H -5.42 -0.60 0.22
H -5.21 1.12 0.05
H -2.39 -1.52 1.62
H -0.94 -1.40 0.76
H -2.09 -2.37 0.05
H -3.97 0.13 -2.64
H -4.00 -1.52 -2.04
H -2.49 -0.84 -2.65
*
```

natural (NBO) atomic charge list, values in e, 4 entries: number 1, Ir, carries 1.2972; number 2, O, carries -0.4357; number 3, C, carries 0.7356; number 4, O, carries -0.5699



Record 7
This record from OMol25 describes C20H33N2O as an isolated structure. The level of theory is ωB97M-V/def2-TZVPD.

Summary:
- Gap between HOMO and LUMO: 0.3346 hartree
- HOMO: -11.267 eV
- Relative energy (zero: lowest compared OMol25 entry of this formula, charge and spin): 381.4 kcal per mole
- E_tot: -965.86192 a.u.

Structure (ORCA input):
```
! wB97M-V def2-TZVPD RIJCOSX def2/J DEFGRID3
* xyz 1 1
C -3.15 1.90 3.12
C -1.77 1.73 2.30
C -0.81 2.88 2.40
H -1.37 3.87 2.12
C 0.51 3.05 1.71
N 1.23 1.80 2.33
C 1.15 0.65 1.72
O 0.78 0.49 0.52
C 2.30 -0.53 2.10
H 2.93 -0.14 2.71
C 2.97 -1.44 0.95
H 3.20 -0.56 0.16
H 3.86 -1.42 1.15
C 2.05 -2.53 0.36
N 0.72 -2.04 0.50
C 0.14 -2.21 2.06
H -0.83 -1.53 2.06
C 1.25 -1.56 2.91
H 2.07 -2.44 3.09
H 0.80 -1.20 3.78
H 0.16 -3.19 2.24
C -0.33 -3.03 -0.20
C -0.42 -2.35 -1.70
H 0.44 -2.01 -1.98
H -0.53 -2.99 -2.51
C -1.38 -1.04 -1.75
C -1.42 -0.10 -2.98
C -0.35 0.65 -3.19
C -0.46 1.46 -4.23
C -1.27 1.09 -5.40
C -1.98 -0.03 -5.27
C -2.04 -0.55 -4.04
H -2.85 -1.50 -3.94
H -2.75 -0.12 -6.04
H -1.16 1.68 -6.30
H 0.37 2.09 -4.49
H 0.33 1.15 -2.39
H -2.60 -1.50 -1.39
H -1.07 -0.38 -0.85
H -1.25 -3.10 0.25
H -0.07 -3.92 -0.48
H 0.42 -1.20 0.49
H 2.25 -2.57 -0.58
H 2.19 -3.24 0.98
C 2.15 1.96 3.56
H 3.05 2.04 3.15
H 1.70 1.29 4.18
H 1.60 3.04 3.77
H 0.36 2.59 0.66
H 1.08 3.69 1.97
H -0.56 3.14 3.58
H -1.84 1.50 1.35
H -1.16 0.84 2.68
H -3.83 1.08 3.03
H -3.76 2.78 2.62
H -3.06 1.98 4.22
*
```

natural (NBO) atomic charge list, values in e, 4 entries: number 1, C, carries -0.6164; number 2, C, carries -0.3770; number 3, C, carries -0.3936; number 4, H, carries 0.2198



> The lowest E_tot belongs to which entry?

C20H33Br33ClO5P2



> What is the formula in the sixth record?

C20H33IrNO3Si3